No. 1
This record from OMol25 describes the molecule C2HFINO2. The level of theory is wB97M-V/def2-TZVPD.

Values from the calculation:
- energy (Ha) = -679.339686
- strongest force on any atom (hartree/bohr) = 0.2240
- E_HOMO (spin up / spin down) (eV) = -9.73 / -9.74
- SMILES = [O-][N+](O)=C=C(F)I

Element x y z (Å)
C1 1.615 0.611 1.050
C2 2.499 -0.259 0.583
N1 1.510 1.905 0.725
O1 0.811 2.761 1.030
O2 2.121 2.058 -0.691
F1 2.204 -1.563 0.644
I1 4.549 -0.200 -0.262
H1 2.853 2.459 -0.700


No. 2
This record from OMol25 describes a cluster of 6 separate species, C38H63I2N5O21P in total. The level of theory is wB97M-V/def2-TZVPD.

Values from the calculation:
- energy (Ha) = -4276.483046
- strongest force on any atom (hartree/bohr) = 0.0215
- net charge = -1
- E_HOMO (eV) = -5.43

Element x y z (Å)
C1 1.739 1.651 0.669
C2 0.609 1.537 -0.314
O1 1.036 1.952 -1.604
C3 0.337 1.322 -2.653
C4 1.176 0.191 -3.215
O2 0.341 -0.690 -3.937
C5 0.635 -2.056 -3.726
C6 0.334 -2.453 -2.305
N1 -0.934 -2.519 -2.001
C7 -1.286 -2.798 -0.728
C8 -2.660 -2.844 -0.392
C9 -3.676 -2.617 -1.461
N2 -3.820 -3.822 -2.287
C10 -3.006 -3.116 0.895
C11 -4.434 -3.179 1.291
I1 -5.350 -1.311 1.563
C12 -5.115 -4.300 1.474
C13 -6.532 -4.402 1.934
I2 -4.187 -6.135 1.121
C14 -2.022 -3.359 1.910
C15 -2.565 -3.688 3.293
O3 -3.134 -2.731 3.840
O4 -2.421 -4.858 3.631
C16 -0.691 -3.284 1.607
P1 0.507 -3.477 2.970
N3 0.226 -2.607 4.205
O5 1.961 -3.152 2.374
O6 0.641 -5.037 3.306
C17 -0.307 -3.024 0.261
N4 1.002 -3.009 -0.103
C18 1.329 -2.719 -1.338
C19 2.803 -2.712 -1.619
C20 3.347 -4.145 -1.760
C21 3.917 -4.695 -0.453
C22 3.575 -6.164 -0.194
C23 2.997 -6.437 1.194
N5 3.758 -5.928 2.333
H1 2.481 0.875 0.513
H2 2.236 2.612 0.603
H3 1.346 1.548 1.676
H4 0.256 0.505 -0.349
H5 -0.233 2.149 0.014
H6 0.148 2.060 -3.430
H7 -0.629 0.931 -2.337
H8 1.941 0.630 -3.858
H9 1.675 -0.291 -2.377
H10 -0.037 -2.609 -4.374
H11 1.652 -2.316 -4.017
H12 -4.624 -2.306 -1.026
H13 -3.339 -1.803 -2.096
H14 -4.695 -3.815 -2.788
H15 -3.776 -4.656 -1.717
H16 -6.964 -5.341 1.607
H17 -6.544 -4.406 3.021
H18 -7.124 -3.583 1.546
H19 -0.619 -2.055 4.123
H20 2.113 -3.610 1.537
H21 1.487 -5.391 3.010
H22 3.251 -2.262 -0.737
H23 3.071 -2.092 -2.463
H24 4.123 -4.148 -2.521
H25 2.542 -4.787 -2.104
H26 5.001 -4.624 -0.494
H27 3.615 -4.076 0.385
H28 4.444 -6.802 -0.347
H29 2.825 -6.496 -0.908
H30 2.922 -7.513 1.315
H31 2.002 -6.000 1.233
H32 3.633 -4.936 2.479
H33 4.744 -6.119 2.234
C24 1.580 1.811 -7.530
O7 2.162 2.779 -6.655
C25 3.119 3.527 -7.193
O8 3.526 3.460 -8.323
O9 3.556 4.364 -6.253
C26 4.606 5.239 -6.665
H34 0.833 1.288 -6.940
H35 1.104 2.286 -8.385
H36 2.330 1.101 -7.873
H37 4.281 5.882 -7.481
H38 5.485 4.672 -6.966
H39 4.852 5.850 -5.803
C27 3.912 3.240 4.914
O10 4.880 4.228 4.532
C28 4.771 4.634 3.271
O11 3.956 4.252 2.475
O12 5.724 5.541 3.036
C29 5.716 6.058 1.704
H40 4.121 3.008 5.953
H41 2.904 3.637 4.818
H42 4.016 2.345 4.306
H43 4.772 6.558 1.492
H44 5.879 5.261 0.982
H45 6.531 6.773 1.658
C30 -3.926 0.367 4.950
O13 -4.759 1.493 4.569
C31 -4.432 2.654 5.095
O14 -3.526 2.885 5.855
O15 -5.294 3.582 4.639
C32 -5.045 4.893 5.135
H46 -4.321 -0.500 4.433
H47 -2.898 0.533 4.639
H48 -3.969 0.217 6.026
H49 -4.056 5.238 4.838
H50 -5.129 4.920 6.220
H51 -5.805 5.531 4.691
C33 -12.941 -4.130 2.601
O16 -12.533 -2.766 2.712
C34 -11.209 -2.591 2.650
O17 -10.397 -3.466 2.512
O18 -10.957 -1.292 2.764
C35 -9.563 -0.955 2.719
H52 -14.025 -4.122 2.668
H53 -12.632 -4.548 1.645
H54 -12.525 -4.724 3.413
H55 -9.123 -1.256 1.770
H56 -9.026 -1.425 3.540
H57 -9.509 0.124 2.820
C36 9.345 9.744 -4.500
O19 8.349 8.742 -4.717
C37 7.828 8.240 -3.598
O20 8.127 8.560 -2.477
O21 6.921 7.326 -3.935
C38 6.275 6.699 -2.821
H58 9.673 10.055 -5.487
H59 8.925 10.594 -3.965
H60 10.185 9.336 -3.942
H61 5.738 7.432 -2.224
H62 6.998 6.173 -2.202
H63 5.570 5.987 -3.241


In order of appearance, energy relative to the best compared isomer or geometry (same formula, charge and spin) = 73.3, 0.0 kcal/mol.